i:
Entry from the Open Molecules 2025 dataset: a 2-piece molecular cluster, C14H16 overall (ωB97M-V/def2-TZVPD).

The HOMO energy is -8.87 eV. As for the SMILES: Cc1ccccc1.Cc1ccccc1.

```
! RIJCOSX wB97M-V def2-TZVPD def2/J DEFGRID3
* xyz 0 1
C 4.536 -0.101 -1.721
C 0.733 -2.119 -1.216
C 1.009 -1.327 -2.334
C 1.736 -2.195 -0.261
C 2.248 -0.736 -2.489
C 2.952 -1.532 -0.350
C 3.227 -0.778 -1.493
H -0.175 -2.684 -1.089
H 0.267 -1.206 -3.116
H 1.580 -2.787 0.636
H 2.437 -0.136 -3.369
H 3.685 -1.568 0.442
H 4.643 0.869 -1.231
H 4.716 0.075 -2.779
H 5.379 -0.693 -1.361
C -4.053 0.972 3.102
C -1.297 1.256 -0.170
C -1.374 0.067 0.537
C -2.031 2.356 0.234
C -2.268 -0.027 1.602
C -2.803 2.295 1.384
C -2.978 1.077 2.053
H -0.672 1.309 -1.051
H -0.639 -0.711 0.383
H -2.064 3.268 -0.350
H -2.273 -0.946 2.192
H -3.420 3.113 1.756
H -5.011 1.263 2.667
H -3.891 1.673 3.922
H -4.200 -0.047 3.470
*
```

=====

ii:
Entry from the Open Molecules 2025 dataset: a 2-piece molecular cluster, C14H16 overall (ωB97M-V/def2-TZVPD).

The HOMO energy is -8.40 eV. As for the SMILES: Cc1ccccc1.Cc1ccccc1.

```
! RIJCOSX wB97M-V def2-TZVPD def2/J DEFGRID3
* xyz 0 1
C 3.703 1.673 -0.974
C 2.241 0.272 2.129
C 0.929 0.757 2.125
C 2.988 0.589 0.999
C 2.530 1.485 -0.072
C 0.394 1.562 1.037
C 1.186 1.921 -0.015
H 2.469 -0.399 3.002
H 0.255 0.626 2.999
H 3.822 0.033 0.773
H -0.571 1.991 1.223
H 3.729 0.682 -1.620
H 4.546 1.788 -0.498
H 0.745 2.438 -0.814
H 3.513 2.495 -1.608
C -1.375 -3.258 -0.889
C -2.787 0.339 -1.592
C -2.944 0.784 -0.247
C -2.216 -0.935 -1.790
C -1.946 -1.877 -0.698
C -2.719 -0.076 0.793
C -2.200 -1.415 0.575
H -2.898 0.932 -2.523
H -3.496 1.744 0.149
H -1.737 -1.257 -2.717
H -2.787 0.154 1.804
H -1.261 -3.504 -1.932
H -1.748 -4.259 -0.527
H -2.063 -1.982 1.483
H -0.302 -3.301 -0.578
*
```

=====

Q: What are the energies relative to the best structure? A: i 0.000; ii 2.355, in eV.

=====

i:
Entry from the Open Molecules 2025 dataset: a 2-piece molecular cluster, C9H11O2 overall (ωB97M-V/def2-TZVPD).

The HOMO energy is -3.94 eV.

```
! RIJCOSX wB97M-V def2-TZVPD def2/J DEFGRID3
* xyz -1 1
C 0.762 2.320 -3.448
C 1.060 1.788 -2.193
C 1.099 3.644 -3.730
C 1.693 2.576 -1.232
C 1.732 4.425 -2.763
C 2.041 3.904 -1.502
C 2.757 4.741 -0.472
H 0.261 1.704 -4.205
H 0.794 0.749 -1.959
H 0.864 4.074 -4.712
H 1.921 2.151 -0.246
H 1.991 5.468 -2.992
H 2.472 4.427 0.546
H 2.501 5.807 -0.597
H 3.849 4.627 -0.583
O 1.997 0.632 3.018
O 1.629 2.776 3.688
C 1.552 1.521 3.795
C 0.845 0.999 5.077
H 1.601 0.881 5.872
H 0.076 1.709 5.425
H 0.366 0.022 4.898
*
```

=====

ii:
Entry from the Open Molecules 2025 dataset: a 2-piece molecular cluster, C9H11O2 overall (ωB97M-V/def2-TZVPD).

The HOMO energy is -3.85 eV.

```
! RIJCOSX wB97M-V def2-TZVPD def2/J DEFGRID3
* xyz -1 1
C -1.962 1.244 3.257
C -2.534 2.174 2.159
O -1.730 2.556 1.269
O -3.750 2.436 2.281
H -1.855 1.863 4.152
H -0.959 0.881 3.018
H -2.687 0.459 3.456
C 1.430 -3.065 -3.066
C 0.560 0.046 -1.049
C 0.541 -0.938 -2.036
C 1.591 0.088 -0.122
C 1.479 -1.957 -2.038
C 2.558 -0.902 -0.138
C 2.488 -1.930 -1.085
H -0.238 0.777 -1.080
H -0.290 -0.897 -2.730
H 1.596 0.941 0.538
H 3.332 -0.972 0.621
H 2.039 -2.813 -3.938
H 0.399 -3.287 -3.348
H 3.265 -2.677 -1.011
H 1.791 -4.021 -2.678
*
```

=====

Q: What are the energies relative to the best structure? A: i 0.000; ii 0.161, in eV.

=====

i:
Entry from the Open Molecules 2025 dataset: a 10-piece molecular cluster, C5H27NO10 overall (ωB97M-V/def2-TZVPD).

The HOMO energy is -10.23 eV. As for the SMILES: C=NCCCC=O.O.O.O.O.O.O.O.O.O.

```
! RIJCOSX wB97M-V def2-TZVPD def2/J DEFGRID3
* xyz 0 1
O 2.795 1.432 -0.698
C 3.370 0.553 -0.100
C 2.856 0.036 1.244
C 2.610 -1.473 1.149
C 1.626 -1.857 0.028
C 0.012 -0.182 -0.457
N 0.338 -1.205 0.260
H 4.253 0.101 -0.503
H 1.919 0.566 1.564
H 3.571 0.245 2.035
H 2.198 -1.817 2.128
H 3.560 -2.047 1.019
H 1.978 -1.636 -0.995
H 1.421 -2.937 0.055
H 0.623 0.303 -1.221
H -0.934 0.329 -0.324
H 0.070 -1.237 2.325
H -0.671 -1.234 3.672
O 0.096 -0.828 3.199
H 0.283 -1.639 -3.808
H -0.363 -0.419 -3.015
O 0.085 -1.280 -2.979
H -1.635 1.488 -2.241
H -1.902 1.310 -3.742
O -1.582 0.801 -3.004
H -1.229 1.540 1.981
H -0.109 0.801 2.773
O -0.342 1.679 2.370
H -2.668 -1.537 -0.299
H -1.780 -1.738 0.838
O -2.660 -1.461 0.662
H -2.229 2.053 -0.297
H -0.931 2.679 -0.724
O -1.822 2.480 -1.020
H -2.357 -0.639 -2.266
H -1.500 -1.901 -2.224
O -2.425 -1.539 -2.007
H 0.370 2.416 1.036
H 1.387 2.286 -0.168
O 0.601 2.744 0.093
H -2.711 0.188 0.951
H -3.491 1.433 1.558
O -2.683 1.141 1.152
*
```

=====

ii:
Entry from the Open Molecules 2025 dataset: a 10-piece molecular cluster, C5H27NO10 overall (ωB97M-V/def2-TZVPD).

The HOMO energy is -9.83 eV. As for the SMILES: C=CCCNC=O.O.O.O.O.O.O.O.O.O.

```
! RIJCOSX wB97M-V def2-TZVPD def2/J DEFGRID3
* xyz 0 1
O -1.571 3.162 1.147
C -1.365 2.373 2.072
N -0.938 1.153 1.667
C -0.635 -0.010 2.458
C 0.902 -0.392 2.281
C 0.927 -1.319 1.035
C 0.218 -2.430 1.046
H -1.216 2.657 3.118
H -0.724 0.980 0.687
H -0.780 0.220 3.549
H -1.280 -0.854 2.281
H 1.478 -0.906 3.101
H 1.452 0.513 2.040
H 1.420 -0.855 0.193
H -0.178 -2.856 1.982
H 0.038 -3.040 0.148
H 3.499 -0.621 -1.597
H 3.251 0.825 -0.828
O 3.108 0.274 -1.597
H 1.565 0.406 -2.601
H 0.746 1.421 -1.783
O 0.657 0.737 -2.450
H 2.564 3.095 -1.279
H 1.134 2.994 -0.551
O 2.093 2.861 -0.484
H -4.609 -0.196 0.032
H -2.948 -0.052 -0.114
O -3.746 -0.151 0.447
H -0.548 -2.553 -1.789
H 0.247 -1.393 -2.192
O -0.074 -2.227 -2.559
H 3.504 -2.199 -0.382
H 2.606 -2.690 -1.692
O 3.375 -2.249 -1.325
H -0.104 4.467 -0.977
H -1.012 3.383 -0.443
O -0.413 3.563 -1.202
H -1.968 -2.800 0.589
H -3.065 -2.214 1.428
O -2.347 -2.862 1.466
H -2.448 -0.009 -2.684
H -0.973 0.033 -2.281
O -1.845 -0.239 -1.957
*
```

=====

Q: What are the energies relative to the best structure? A: i 0.000; ii 1.627, in eV.

=====

i:
Entry from the Open Molecules 2025 dataset: a 4-piece molecular cluster, C2H12NO3 overall (ωB97M-V/def2-TZVPD).

The HOMO energy is -14.63 eV.

```
! RIJCOSX wB97M-V def2-TZVPD def2/J DEFGRID3
* xyz 1 1
C -1.147 0.424 -1.581
C -0.545 1.497 -2.047
N -0.602 -0.268 -0.416
H -2.014 0.007 -2.067
H -0.983 1.942 -2.929
H 0.315 1.951 -1.578
H 0.165 0.285 -0.016
H -1.291 -0.471 0.347
H -0.231 -1.190 -0.630
H 2.830 -1.810 0.986
H 1.914 -1.831 2.144
O 1.886 -1.740 1.181
H -2.117 -0.943 2.498
H -2.801 -1.981 1.686
O -2.229 -1.207 1.575
H 2.638 1.993 -0.364
H 2.285 1.741 1.048
O 1.928 1.603 0.164
*
```

=====

ii:
Entry from the Open Molecules 2025 dataset: a 4-piece molecular cluster, C2H12NO3 overall (ωB97M-V/def2-TZVPD).

The HOMO energy is -15.14 eV.

```
! RIJCOSX wB97M-V def2-TZVPD def2/J DEFGRID3
* xyz 1 1
C 1.462 0.694 2.197
C -0.407 -0.856 1.799
N 0.326 0.127 1.449
H 2.340 0.065 2.308
H 1.607 1.710 1.849
H 1.246 1.000 3.224
H 0.063 -1.636 2.405
H -1.512 -0.841 1.504
H -0.213 0.867 0.820
H 0.382 -0.083 -2.991
H -0.870 0.461 -3.085
O -0.084 0.648 -2.541
H -1.346 -2.433 -1.434
H 0.061 -2.997 -1.132
O -0.410 -2.339 -1.655
H -1.052 2.538 -0.534
H -0.253 1.279 -1.157
O -0.647 1.701 -0.290
*
```

=====

iii:
Entry from the Open Molecules 2025 dataset: a 3-piece molecular cluster, C2H12NO3 overall (ωB97M-V/def2-TZVPD).

The HOMO energy is -14.46 eV.

```
! RIJCOSX wB97M-V def2-TZVPD def2/J DEFGRID3
* xyz 1 1
C -1.754 -0.085 0.734
O -1.840 0.031 -0.688
C -0.268 -0.652 1.014
N 0.550 -0.552 -0.217
H -2.523 -0.799 1.021
H -2.053 0.872 1.231
H -2.206 0.873 -0.974
H 0.159 -0.043 1.861
H -0.327 -1.706 1.300
H 0.452 0.484 -0.510
H 0.391 -1.102 -1.051
H 1.538 -0.553 0.040
H 1.729 -1.785 2.892
H 2.150 -0.414 2.793
O 1.825 -1.126 2.185
H 0.088 2.658 -4.020
H 1.432 1.847 -4.064
O 0.655 2.053 -3.546
*
```

=====

iv:
Entry from the Open Molecules 2025 dataset: a 4-piece molecular cluster, C2H12NO3 overall (ωB97M-V/def2-TZVPD).

The HOMO energy is -14.79 eV.

```
! RIJCOSX wB97M-V def2-TZVPD def2/J DEFGRID3
* xyz 1 1
C -1.284 -1.322 -1.743
C -0.040 -1.596 -1.298
N -1.949 -0.078 -1.174
H -1.805 -1.802 -2.493
H 0.593 -2.438 -1.681
H 0.350 -0.996 -0.362
H -1.444 0.229 -0.374
H -2.177 0.723 -2.009
H -2.903 -0.235 -0.848
H 1.300 1.228 0.705
H 1.523 0.322 -0.567
O 0.882 0.874 -0.088
H 3.738 0.544 1.610
H 3.160 -0.509 2.556
O 2.874 -0.073 1.655
H -0.873 1.208 2.719
H -0.697 2.349 1.585
O -1.248 1.571 1.810
*
```

=====

Q: What are the energies relative to the best structure? A: i 0.000; ii 1.179; iii 1.001; iv 1.973, in eV.